Computed, not measured: a 2-piece molecular cluster, CH5ISSi overall in a non-equilibrium geometry, with ωB97M-V/def2-TZVPD.

Structure (XYZ):
```
9
Properties=species:S:1:pos:R:3:forces:R:3:lowdin_charge:R:1
C 0.06706 1.15634 -0.14422 0.6 -2.6 -0.2 -0.049
Si -0.90377 -0.42278 -0.54237 1.2 0.5 1.9 0.547
S 2.83670 -1.13157 -0.28390 -1.9 0.2 -0.1 -0.405
I 4.62974 0.18711 0.14230 0.9 0.7 0.2 0.207
H 0.66322 1.50557 -0.96344 0.3 0.9 0.0 -0.022
H 0.07511 1.54803 0.85385 0.4 0.6 0.1 -0.002
H -0.93526 -0.40884 -1.92348 0.1 -0.5 -2.1 -0.099
H -2.20854 -0.12062 -0.10684 -1.5 0.2 0.5 -0.109
H -0.45348 -1.62132 0.22018 0.0 0.2 -0.4 -0.068
```
Forces are in eV/Å.

HOMO energy (alpha / beta): -7.794 / -7.784 eV
Orbital gap (alpha / beta): 4.587 / 4.582 eV
Relative energy (zero: lowest compared OMol25 entry of this formula, charge and spin): 87.0 kcal per mole
E_tot: -1026.2905 Eh
Max |F|: 2.7 eV Å⁻¹
Net charge: 0